{"formula": "C35H33N8O7PS2Sr", "method": "ωB97M-V/def2-TZVPD", "multiplicity": 1, "homo_lumo_gap_ev": [4.313, 3.418], "e_above_lowest_kj_mol": 464.9, "total_charge": -2, "e_lumo_ev": [3.279, 3.279], "elements": ["Sr", "C", "C", "N", "C", "C", "N", "C", "C", "N", "H", "H", "H", "H", "H", "H", "H", "H", "H", "H", "H", "H", "H", "H", "H", "N", "C", "C", "C", "C", "C", "C", "P", "C", "C", "C", "C", "C", "C", "C", "C", "C", "C", "C", "C", "H", "H", "H", "H", "H", "H", "H", "H", "H", "H", "H", "H", "H", "H", "H", "H", "O", "C", "O", "C", "C", "C", "C", "C", "C", "O", "N", "O", "O", "N", "O", "O", "H", "H", "S", "C", "S", "C", "C", "N", "C", "N"], "coordinates": [[-0.64, 0.35, 1.41], [-3.77, -1.33, 0.38], [-3.87, -0.82, 1.83], [-2.64, -1.07, 2.56], [-2.18, -2.44, 2.60], [0.52, -2.87, 0.34], [0.38, -1.95, -0.55], [-0.63, -1.96, -1.62], [-2.03, -2.19, -1.08], [-2.46, -1.07, -0.25], [-4.58, -0.87, -0.19], [-3.94, -2.40, 0.36], [-4.75, -1.30, 2.28], [-4.04, 0.25, 1.83], [-2.63, -0.65, 3.48], [-2.70, -3.06, 1.88], [-2.29, -2.91, 3.59], [-0.14, -3.77, 0.44], [1.35, -2.72, 1.03], [1.10, -1.23, -0.59], [-0.36, -2.74, -2.34], [-0.57, -1.00, -2.13], [-2.05, -3.10, -0.48], [-2.69, -2.36, -1.95], [-2.53, -0.25, -0.84], [-2.18, 1.26, -2.71], [-1.16, 1.43, -3.64], [-1.47, 1.36, -5.01], [-0.50, 1.54, -5.97], [0.82, 1.82, -5.60], [1.12, 1.88, -4.25], [0.17, 1.64, -3.26], [0.62, 1.75, -1.48], [2.14, 0.74, -1.37], [2.75, 0.71, -0.11], [3.78, -0.18, 0.16], [4.22, -1.05, -0.83], [3.62, -1.04, -2.08], [2.58, -0.15, -2.35], [1.21, 3.47, -1.41], [0.23, 4.45, -1.34], [0.57, 5.79, -1.24], [1.91, 6.15, -1.23], [2.90, 5.18, -1.31], [2.55, 3.84, -1.40], [-3.10, 1.43, -3.08], [-2.08, 1.76, -1.82], [-2.50, 1.18, -5.31], [-0.76, 1.49, -7.02], [1.58, 2.00, -6.34], [2.14, 2.12, -3.94], [2.40, 1.36, 0.68], [4.20, -0.22, 1.15], [5.00, -1.77, -0.61], [3.94, -1.73, -2.85], [2.11, -0.18, -3.32], [-0.82, 4.17, -1.31], [-0.20, 6.54, -1.14], [2.19, 7.20, -1.13], [3.94, 5.46, -1.29], [3.33, 3.09, -1.44], [1.56, -0.66, 2.26], [0.93, -0.97, 3.32], [0.11, -0.22, 3.87], [1.02, -2.43, 3.73], [1.97, -3.03, 4.53], [1.91, -4.44, 4.68], [0.96, -5.20, 3.99], [0.04, -4.59, 3.15], [0.05, -3.19, 3.09], [-0.80, -2.45, 2.26], [-0.86, -5.38, 2.38], [-1.07, -6.58, 2.71], [-1.31, -4.91, 1.22], [2.85, -5.07, 5.50], [3.73, -4.36, 6.08], [2.81, -6.34, 5.62], [2.75, -2.48, 5.04], [0.97, -6.28, 4.09], [-0.43, 3.23, 2.01], [-1.80, 3.57, 1.04], [-2.76, 2.27, 0.38], [-2.15, 4.88, 0.71], [-1.39, 6.01, 1.14], [-0.82, 6.96, 1.45], [-3.24, 5.19, -0.16], [-4.12, 5.47, -0.85]], "mulliken_charge": [0.5822, -1.0553, -0.7657, 0.1461, -1.7322, -1.2513, 0.6277, -0.2145, -1.2493, 0.7156, 0.3577, 0.6129, 0.3394, 0.3631, 0.3092, 0.2667, 0.4809, 0.8653, 0.5052, -0.1020, 0.3615, -0.3404, 0.5007, 0.5736, -0.0370, -0.1143, 0.0786, -0.6264, -0.6224, -0.9115, -0.3482, 0.1918, 2.0846, -0.3876, -0.1255, -0.6842, -0.6617, -0.7306, -0.5476, 1.0323, -0.9440, -0.7363, -0.7578, -0.6920, -0.4620, 0.2374, -0.5203, 0.3836, 0.3791, 0.4140, 0.4643, 0.5965, 0.3172, 0.3883, 0.4262, 0.4954, 0.6397, 0.5461, 0.3793, 0.3968, 0.3070, -0.2578, -0.3312, -0.6580, 2.3700, -0.9568, -0.6267, -0.5480, -0.7583, -0.4349, 1.1452, 0.6771, -0.8355, -0.6981, 0.8590, -0.8147, -0.8067, 0.5630, 0.5815, -0.3442, 1.1760, -0.6588, -0.0520, -0.1333, -0.6820, 0.1677, -0.6882]}

***

{"formula": "C6H14CrNO11P2", "method": "ωB97M-V/def2-TZVPD", "multiplicity": 4, "s_squared": 3.79, "homo_lumo_gap_ev": [7.276, 7.205], "e_above_lowest_kj_mol": 158.8, "e_lumo_ev": [-1.472, -1.473], "elements": ["Cr", "O", "C", "O", "C", "O", "C", "C", "O", "O", "H", "H", "H", "H", "H", "N", "C", "C", "P", "O", "O", "O", "P", "O", "O", "O", "H", "H", "H", "H", "H", "H", "H", "H", "H"], "coordinates": [[0.00, 0.00, 0.00], [1.17, 3.36, -1.20], [0.95, 2.10, -0.77], [-0.11, 1.86, -0.06], [2.16, 1.14, -0.61], [1.81, -0.11, -0.11], [2.23, -0.60, 1.11], [1.07, -0.79, 2.10], [1.30, -1.18, 3.23], [-0.11, -0.06, 1.87], [0.44, 3.99, -1.31], [2.67, 1.06, -1.60], [2.88, 1.62, 0.08], [2.76, -1.57, 1.00], [2.95, 0.11, 1.56], [-3.29, 1.93, -3.22], [-2.55, 0.75, -2.53], [-2.95, -0.52, -3.29], [-0.67, 1.01, -2.76], [-0.47, 2.44, -2.04], [-0.51, 1.33, -4.24], [0.15, 0.00, -2.03], [-3.08, 0.58, -0.72], [-3.16, 2.16, -0.35], [-4.52, 0.15, -0.68], [-2.01, 0.00, 0.15], [-2.77, 2.10, -4.09], [-3.11, 2.68, -2.54], [-4.28, 1.72, -3.26], [-2.66, -0.46, -4.35], [-4.03, -0.70, -3.24], [-2.45, -1.39, -2.86], [0.50, 2.54, -1.93], [-3.28, 2.17, 0.62], [0.00, -1.69, 0.00]], "lowdin_spin": [2.9037, 0.0095, 0.0414, -0.0024, 0.0117, 0.0211, 0.0045, 0.0064, 0.0039, 0.0167, 0.0002, 0.0006, 0.0032, -0.0011, 0.0012, 0.0002, 0.0001, -0.0001, 0.0040, 0.0095, 0.0000, 0.0194, 0.0039, 0.0014, -0.0007, 0.0183, 0.0000, 0.0001, 0.0000, 0.0000, 0.0000, -0.0001, 0.0011, 0.0001, -0.0778]}

***

{"formula": "C2H23NO11", "method": "ωB97M-V/def2-TZVPD", "multiplicity": 1, "homo_lumo_gap_ev": 10.505, "e_above_lowest_kj_mol": 277.0, "smiles": "CNC(=O)O.O.O.O.O.O.O.O.O.O", "e_lumo_ev": 0.221, "elements": ["C", "N", "C", "O", "O", "H", "H", "H", "H", "H", "O", "H", "H", "O", "H", "H", "O", "H", "H", "O", "H", "H", "O", "H", "H", "O", "H", "H", "O", "H", "H", "O", "H", "H", "O", "H", "H"], "coordinates": [[0.86, -3.42, -0.16], [0.74, -2.23, 0.68], [-0.49, -1.90, 1.22], [-0.73, -0.81, 1.75], [-1.35, -2.89, 1.07], [-0.09, -3.57, -0.59], [1.50, -3.30, -1.14], [1.33, -4.25, 0.41], [1.46, -1.52, 0.59], [-2.31, -2.53, 1.02], [-0.79, 1.93, 1.13], [-0.58, 1.06, 1.56], [-0.70, 1.74, 0.22], [-3.32, 0.97, 1.28], [-2.47, 1.36, 1.65], [-3.65, 1.75, 0.95], [3.68, 0.57, 1.53], [4.47, 1.23, 1.37], [4.13, -0.24, 1.11], [-1.21, 0.38, -0.96], [-1.99, 0.29, -0.51], [-0.72, -0.33, -1.24], [1.07, 1.82, -2.19], [1.77, 1.41, -1.74], [0.29, 1.53, -1.74], [1.51, 0.80, -0.03], [1.88, 1.63, 0.13], [1.47, 0.14, 0.64], [1.01, 0.24, -4.27], [1.09, 0.82, -3.48], [1.85, 0.64, -4.82], [1.17, 3.48, 1.03], [0.37, 3.02, 1.28], [0.86, 4.22, 0.74], [-3.81, -1.58, 0.49], [-4.55, -1.77, -0.06], [-3.73, -0.67, 1.10]], "mulliken_charge": [-1.0161, 0.0201, 0.6035, -0.6791, -0.4971, 0.4291, 0.2889, 0.2854, 0.0913, 0.4487, -0.8874, 0.5225, 0.5371, -0.6025, 0.3302, 0.2807, -0.6219, 0.3180, 0.3157, -0.5917, 0.3218, 0.2116, -0.8129, 0.4028, 0.4164, -0.5433, 0.3456, 0.0384, -0.7095, 0.4242, 0.3207, -0.5836, 0.3934, 0.2461, -0.6964, 0.2468, 0.4022]}

***

{"formula": "C43H40N3O8ReS", "method": "ωB97M-V/def2-TZVPD", "multiplicity": 2, "s_squared": 0.77, "homo_lumo_gap_ev": [5.193, 6.490], "e_above_lowest_kj_mol": 0.0, "total_charge": -1, "e_lumo_ev": [2.312, 2.312], "elements": ["Re", "C", "C", "C", "C", "C", "C", "C", "S", "O", "O", "N", "C", "C", "C", "C", "C", "N", "H", "H", "H", "H", "H", "H", "H", "H", "H", "H", "H", "C", "O", "C", "C", "C", "C", "C", "C", "O", "C", "O", "C", "H", "H", "H", "H", "H", "H", "H", "H", "H", "O", "C", "C", "O", "O", "C", "C", "C", "C", "C", "C", "C", "C", "C", "C", "C", "C", "H", "H", "H", "H", "H", "H", "H", "H", "H", "H", "H", "C", "C", "C", "C", "C", "C", "C", "C", "N", "H", "H", "H", "H", "H", "H", "H", "H", "H"], "coordinates": [[-0.73, 0.32, -0.63], [1.65, -4.79, 5.98], [1.94, -3.66, 5.02], [2.37, -2.42, 5.49], [2.68, -1.40, 4.61], [2.55, -1.60, 3.24], [2.12, -2.83, 2.76], [1.83, -3.85, 3.65], [2.91, -0.29, 2.09], [3.58, 0.74, 2.86], [3.66, -0.91, 1.02], [1.52, 0.11, 1.48], [0.60, 0.90, 2.09], [0.70, 1.44, 3.39], [-0.29, 2.26, 3.87], [-1.39, 2.58, 3.07], [-1.44, 2.02, 1.82], [-0.51, 1.18, 1.34], [1.33, -4.41, 6.95], [2.53, -5.41, 6.13], [0.85, -5.43, 5.59], [2.47, -2.26, 6.56], [3.03, -0.44, 4.97], [2.01, -2.98, 1.69], [1.49, -4.81, 3.26], [1.58, 1.24, 3.98], [-0.20, 2.68, 4.87], [-2.18, 3.24, 3.41], [-2.26, 2.22, 1.15], [-7.55, 0.95, 0.31], [-7.15, -0.12, 1.14], [-5.84, -0.46, 1.12], [-5.49, -1.56, 1.95], [-4.19, -1.97, 1.97], [-3.16, -1.35, 1.21], [-1.84, -1.88, 1.22], [-1.41, -3.01, 2.12], [-0.91, -1.46, 0.49], [-3.53, -0.23, 0.40], [-2.72, 0.47, -0.31], [-4.89, 0.18, 0.37], [-8.62, 1.06, 0.44], [-7.33, 0.73, -0.74], [-7.05, 1.88, 0.59], [-6.26, -2.04, 2.53], [-3.95, -2.81, 2.60], [-2.21, -3.49, 2.69], [-0.67, -2.62, 2.81], [-0.91, -3.76, 1.51], [-5.12, 1.01, -0.27], [1.30, -0.22, -1.27], [1.36, -0.86, -2.56], [-0.07, -1.40, -2.92], [-0.19, -2.21, -3.82], [-1.06, -0.89, -2.25], [2.35, -2.00, -2.59], [2.75, -2.51, -3.83], [3.62, -3.57, -3.91], [4.13, -4.15, -2.75], [3.74, -3.66, -1.52], [2.85, -2.59, -1.44], [1.73, 0.27, -3.52], [3.04, 0.74, -3.53], [3.38, 1.86, -4.28], [2.42, 2.52, -5.02], [1.11, 2.05, -5.03], [0.77, 0.93, -4.28], [1.88, -0.58, -0.58], [2.35, -2.06, -4.74], [3.92, -3.95, -4.88], [4.82, -4.98, -2.82], [4.13, -4.09, -0.61], [2.59, -2.23, -0.46], [3.79, 0.24, -2.93], [4.40, 2.23, -4.26], [2.68, 3.40, -5.59], [0.35, 2.57, -5.60], [-0.25, 0.58, -4.28], [-2.47, 2.79, -3.14], [-1.40, 3.71, -2.61], [-1.35, 5.05, -2.96], [-0.38, 5.89, -2.46], [0.57, 5.39, -1.57], [0.56, 4.05, -1.19], [1.59, 3.51, -0.23], [-0.43, 3.20, -1.71], [-0.44, 1.89, -1.39], [-3.17, 3.33, -3.77], [-3.02, 2.31, -2.32], [-2.03, 1.97, -3.72], [-2.10, 5.43, -3.65], [-0.35, 6.94, -2.75], [1.34, 6.04, -1.17], [2.52, 4.08, -0.29], [1.81, 2.47, -0.44], [1.23, 3.56, 0.81]], "lowdin_spin": [0.6009, 0.0000, 0.0000, 0.0000, 0.0000, 0.0000, 0.0001, 0.0001, 0.0003, 0.0000, 0.0002, 0.0012, 0.0026, -0.0006, 0.0040, -0.0002, 0.0033, -0.0009, 0.0000, 0.0000, 0.0000, 0.0000, 0.0000, 0.0000, 0.0000, -0.0001, 0.0003, -0.0001, 0.0001, 0.0000, 0.0009, 0.0017, -0.0005, 0.0017, 0.0009, 0.0132, 0.0016, 0.0165, 0.0036, 0.0116, -0.0006, 0.0000, 0.0000, 0.0000, -0.0001, 0.0001, -0.0001, 0.0005, 0.0006, 0.0001, 0.0092, -0.0001, 0.0018, 0.0029, 0.0093, -0.0001, -0.0001, 0.0000, 0.0000, 0.0000, -0.0001, 0.0013, 0.0008, 0.0001, 0.0003, 0.0004, 0.0016, 0.0004, 0.0000, 0.0000, 0.0000, 0.0000, 0.0000, 0.0000, 0.0000, 0.0001, 0.0001, 0.0004, 0.0089, 0.0496, -0.0041, 0.0692, -0.0038, 0.0510, 0.0085, 0.0112, 0.1081, -0.0002, 0.0023, 0.0022, -0.0022, 0.0057, -0.0022, 0.0006, 0.0011, 0.0029]}